Record 1
Entry from the Open Molecules 2025 dataset: an isolated molecule of C4H5NO (ωB97M-V/def2-TZVPD).

Summary:
E = -285.16101 a.u.
Energy relative to the best compared isomer or geometry (same formula, charge and spin) = 159.12 kcal per mole

Each line ends with the Mulliken charge.
Geometry (Å):
C1 -0.0033 1.8096 0.6986  -0.31
C2 1.4624 1.6362 0.3604  -0.14
C3 -0.8252 0.7631 0.6399  0.17
C4 -1.3065 -0.3749 0.2433  -0.43
N1 1.7051 -0.9085 -0.0173  -0.51
O1 2.1344 0.6935 0.0852  -0.13
H1 -0.4306 2.7240 1.1396  0.35
H2 -1.3586 -1.1286 0.9587  0.24
H3 -1.5372 -0.7625 -0.7487  0.26
H4 2.1639 -1.1261 0.8530  0.24
H5 2.2877 -1.2761 -0.7955  0.26

Record 2
Entry from the Open Molecules 2025 dataset: an isolated molecule of C4H5NO (ωB97M-V/def2-TZVPD).

Summary:
E = -285.32591 a.u.
SMILES string = N#CC[C@H]1CO1
Energy relative to the best compared isomer or geometry (same formula, charge and spin) = 55.65 kcal per mole

Each line ends with the Mulliken charge.
Geometry (Å):
N1 1.7774 1.2415 -0.1387  -0.50
C1 1.5459 0.1070 -0.1935  0.36
C2 0.6567 -1.0619 -0.1540  -0.49
C3 -0.5539 -0.3226 0.4573  0.20
C4 -0.9055 0.9546 -0.1265  -0.55
O1 -1.8104 -0.2315 -0.1255  -0.45
H1 1.0118 -1.8661 0.4990  0.26
H2 0.4740 -1.4651 -1.1563  0.26
H3 -0.5553 -0.3935 1.5439  0.32
H4 -1.0566 1.8219 0.5276  0.28
H5 -0.5840 1.2158 -1.1332  0.31

Record 3
Entry from the Open Molecules 2025 dataset: an isolated molecule of C4H5NO (ωB97M-V/def2-TZVPD).

Summary:
E = -285.32388 a.u.
SMILES string = N#C[C@@H]1C[C@@H]1O
Energy relative to the best compared isomer or geometry (same formula, charge and spin) = 56.92 kcal per mole

Each line ends with the Mulliken charge.
Geometry (Å):
N1 2.7724 -0.4916 0.3020  -0.46
C1 1.7096 -0.0772 0.5147  0.08
C2 0.2882 -0.0558 0.7378  -0.15
C3 -0.1979 -0.7723 -0.5800  -0.57
C4 -0.9441 0.3659 -0.0444  0.16
O1 -1.1871 1.5290 -0.7468  -0.54
H1 0.0500 -0.3002 1.7749  0.32
H2 -0.4963 -1.8113 -0.6038  0.26
H3 0.4764 -0.4791 -1.3898  0.25
H4 -1.8008 0.0317 0.5429  0.32
H5 -0.5357 2.1866 -0.4865  0.32

Record 4
Entry from the Open Molecules 2025 dataset: an isolated molecule of C4H5NO (ωB97M-V/def2-TZVPD).

Summary:
E = -285.39684 a.u.
SMILES string = CC(=O)CC#N
Energy relative to the best compared isomer or geometry (same formula, charge and spin) = 11.13 kcal per mole

Each line ends with the Mulliken charge.
Geometry (Å):
C1 -1.5364 -0.0405 -0.5894  -1.11
C2 -0.4360 -0.0435 0.4511  0.61
O1 -0.6536 -0.0073 1.6373  -0.50
C3 1.0067 -0.1600 -0.0822  -0.31
C4 1.9812 0.4281 0.8381  0.18
N1 2.7440 0.9219 1.5533  -0.38
H1 -2.4531 0.3386 -0.1346  0.32
H2 -1.7212 -1.0660 -0.9378  0.29
H3 -1.2805 0.5635 -1.4665  0.34
H4 1.1157 0.2947 -1.0739  0.30
H5 1.2332 -1.2295 -0.1953  0.26

Record 5
Entry from the Open Molecules 2025 dataset: a 2-piece molecular cluster, C4H5NO overall (ωB97M-V/def2-TZVPD).

Summary:
E = -285.34495 a.u.
SMILES string = C=CC#N.C=O
Energy relative to the best compared isomer or geometry (same formula, charge and spin) = 43.70 kcal per mole

Each line ends with the Mulliken charge.
Geometry (Å):
C1 0.4984 -1.6384 0.0859  -0.59
C2 1.1649 -0.7850 0.8663  -0.09
C3 1.2409 0.6173 0.5157  0.29
N1 1.3394 1.7387 0.2401  -0.40
H1 0.4305 -2.6834 0.3730  0.26
H2 0.0281 -1.3217 -0.8436  0.25
H3 1.6273 -1.0781 1.8107  0.30
C4 -1.5587 1.2749 -0.7742  -0.18
O1 -1.8307 0.1153 -0.9709  -0.42
H4 -1.5725 1.7131 0.2399  0.31
H5 -1.2254 1.9560 -1.5815  0.27

Record 6
Entry from the Open Molecules 2025 dataset: an isolated molecule of C4H5NO (ωB97M-V/def2-TZVPD).

Summary:
E = -285.34711 a.u.
SMILES string = O=C1C=CCN1
Energy relative to the best compared isomer or geometry (same formula, charge and spin) = 42.34 kcal per mole

Each line ends with the Mulliken charge.
Geometry (Å):
O1 0.7432 -0.1362 2.3189  -0.71
C1 0.2582 -0.1599 1.1708  0.35
C2 -0.8424 -0.8472 0.4671  -0.51
C3 -0.8160 -0.4173 -0.7986  -0.23
C4 0.3135 0.5856 -1.0050  -0.46
N1 0.9043 0.6486 0.3400  -0.22
H1 -1.5120 -1.5578 0.9309  0.41
H2 -1.4948 -0.7228 -1.5958  0.39
H3 1.0086 0.2266 -1.7757  0.26
H4 -0.0841 1.5470 -1.3570  0.26
H5 1.5215 0.8334 1.3044  0.47